Record 1
16 unconnected molecules or ions with the total composition C80H80N16 in a non-equilibrium geometry, computed with the ωB97M-V functional and the def2-TZVPD basis.

Its multiplicity is 1. The calculation puts the lowest unoccupied orbital energy at 0.205 eV. The HOMO energy is -9.2 eV. Its energy relative to the best compared isomer or geometry (same formula, charge and spin) is 312.8 kJ/mol.

Geometry (Å):
N  5.15719  -0.84216  -5.63158
C  4.56379  -0.32438  -4.55951
C  3.60209  -1.02732  -3.84500
C  3.22345  -2.30574  -4.24325
C  3.75419  -2.82632  -5.41451
C  4.75104  -2.03880  -6.07821
H  4.82073  0.68808  -4.28506
H  3.09347  -0.63585  -2.97640
H  2.41386  -2.79165  -3.71898
H  3.37723  -3.79324  -5.71345
H  5.26373  -2.32531  -6.98456
N  4.96303  0.50865  3.81690
C  4.69662  1.83339  4.03395
C  4.79903  2.35522  5.30238
C  5.40220  1.58270  6.31676
C  5.77016  0.28854  6.09533
C  5.49498  -0.21269  4.80578
H  4.23274  2.36242  3.21458
H  4.48377  3.37542  5.46431
H  5.37863  1.94026  7.33557
H  6.14403  -0.29261  6.92531
H  5.82808  -1.20769  4.55002
N  2.71490  5.53088  -2.00292
C  2.25889  4.99488  -0.90181
C  2.19417  3.54606  -0.82629
C  2.50419  2.68820  -1.89863
C  3.00732  3.33236  -3.04263
C  3.10222  4.72334  -3.02724
H  2.08400  5.55976  0.00192
H  1.83139  3.04303  0.05789
H  2.36913  1.62449  -1.76942
H  3.43382  2.80287  -3.88177
H  3.41437  5.17442  -3.95756
N  -0.59659  -1.19979  6.03402
C  0.58541  -1.81230  5.71776
C  1.80224  -1.15183  5.80710
C  1.85149  0.14542  6.30083
C  0.58245  0.77305  6.60211
C  -0.59096  0.09889  6.48784
H  0.40417  -2.83039  5.40627
H  2.70911  -1.71255  5.63505
H  2.75197  0.72195  6.45290
H  0.51952  1.78514  6.97379
H  -1.53154  0.43746  6.89655
N  0.88539  -3.96373  -1.73821
C  2.11382  -4.36469  -1.30873
C  2.32661  -5.32608  -0.33736
C  1.20957  -6.04099  0.19017
C  -0.01585  -5.73604  -0.39153
C  -0.16421  -4.70820  -1.37869
H  2.93957  -3.72678  -1.58729
H  3.27471  -5.67545  0.04405
H  1.29005  -6.69981  1.04216
H  -0.86464  -6.34387  -0.11498
H  -1.14593  -4.50252  -1.77912
N  1.17630  1.11154  -5.43842
C  0.63062  0.20328  -6.26590
C  -0.52463  0.44222  -6.97525
C  -1.31182  1.54787  -6.67990
C  -0.77547  2.48535  -5.78399
C  0.47748  2.26284  -5.20978
H  1.28510  -0.64920  -6.37236
H  -0.79239  -0.34436  -7.66518
H  -2.27281  1.64423  -7.16324
H  -1.36625  3.34783  -5.51288
H  0.96822  3.04456  -4.64899
N  5.30116  -3.36460  -0.26210
C  5.83165  -2.93978  -1.39975
C  5.99952  -1.57253  -1.57444
C  5.62584  -0.66062  -0.61979
C  4.88980  -1.07730  0.44430
C  4.73153  -2.45666  0.63388
H  6.11508  -3.68291  -2.13038
H  6.47961  -1.24049  -2.48311
H  5.75492  0.38776  -0.84478
H  4.58251  -0.39190  1.22032
H  4.12988  -2.80511  1.46032
N  -5.69209  3.16070  -2.30863
C  -4.69466  2.25802  -2.57717
C  -3.40193  2.73936  -2.91275
C  -3.11724  4.05756  -2.67393
C  -4.10493  4.90391  -2.17727
C  -5.40332  4.45247  -2.13348
H  -4.92468  1.20453  -2.63753
H  -2.63872  2.11692  -3.35598
H  -2.15424  4.50191  -2.87788
H  -3.86887  5.91822  -1.89116
H  -6.19422  5.17238  -1.98316
N  -0.95940  -5.39727  -7.41759
C  -0.64921  -5.90241  -6.17050
C  -0.52307  -4.99101  -5.09602
C  -0.74697  -3.67682  -5.23539
C  -1.23097  -3.16923  -6.42097
C  -1.21596  -4.03666  -7.54001
H  -0.41727  -6.95697  -6.14758
H  -0.18322  -5.37037  -4.14366
H  -0.78588  -3.09177  -4.32841
H  -1.56803  -2.14666  -6.50544
H  -1.58264  -3.68996  -8.49486
N  -0.55998  1.18811  0.56247
C  0.36127  0.39393  1.12094
C  1.13463  -0.49947  0.33118
C  1.03790  -0.49922  -1.05417
C  0.12322  0.33073  -1.60811
C  -0.64500  1.16842  -0.81353
H  0.34231  0.38002  2.20068
H  1.86456  -1.16953  0.76086
H  1.44443  -1.26473  -1.69846
H  0.09334  0.19876  -2.67960
H  -1.46964  1.64253  -1.32501
N  -8.13846  -1.67095  0.67040
C  -9.04965  -1.85130  -0.39691
C  -8.73673  -1.82754  -1.71773
C  -7.41168  -1.61399  -2.04259
C  -6.44410  -1.40014  -1.08721
C  -6.86716  -1.42306  0.27706
H  -10.09001  -2.00856  -0.15336
H  -9.50254  -2.03041  -2.45175
H  -7.14283  -1.69472  -3.08547
H  -5.38711  -1.38540  -1.30848
H  -6.19693  -1.29681  1.11447
N  2.80030  -5.03685  6.37944
C  1.53024  -5.49221  6.16115
C  0.94685  -5.59475  4.89956
C  1.73319  -5.23685  3.77821
C  3.03782  -4.80119  3.98783
C  3.52514  -4.63681  5.25203
H  0.94781  -5.78586  7.02192
H  -0.02234  -6.04703  4.74955
H  1.30323  -5.37023  2.79651
H  3.57563  -4.44062  3.12345
H  4.44664  -4.10139  5.42684
N  -2.76505  8.19808  -0.27086
C  -1.73709  7.75410  -1.04489
C  -1.14457  6.49311  -0.94413
C  -1.60069  5.66554  0.01971
C  -2.67509  6.05782  0.84582
C  -3.22332  7.36036  0.70126
H  -1.41748  8.33519  -1.89727
H  -0.39282  6.12129  -1.62459
H  -1.04976  4.73703  0.04689
H  -2.98516  5.34111  1.59186
H  -3.97128  7.65222  1.42359
N  0.11425  4.28938  5.42570
C  -0.61232  3.95508  4.31688
C  -0.11667  4.04876  3.00108
C  1.15340  4.60041  2.80071
C  1.94442  4.74783  3.94035
C  1.41060  4.72238  5.19677
H  -1.56570  3.48949  4.51861
H  -0.74503  3.84437  2.14681
H  1.55461  4.72828  1.80619
H  2.99492  4.94961  3.79153
H  1.89286  5.10886  6.08246
N  -3.17033  -2.71256  0.59336
C  -1.88732  -2.43347  0.67646
C  -1.15162  -2.78265  1.81158
C  -1.79846  -3.49374  2.82600
C  -3.15449  -3.78873  2.77179
C  -3.86695  -3.39308  1.59147
H  -1.58021  -1.94277  -0.23530
H  -0.10429  -2.56526  1.96069
H  -1.19274  -3.75376  3.68151
H  -3.65922  -4.34205  3.54992
H  -4.93621  -3.54178  1.62265
N  -5.56409  2.86317  3.18854
C  -4.30745  2.38892  3.35435
C  -3.55789  1.67151  2.37840
C  -4.25025  1.39773  1.19444
C  -5.55223  1.87663  1.01808
C  -6.12394  2.64427  2.00732
H  -3.78917  2.56517  4.28534
H  -2.56000  1.29874  2.55629
H  -3.72894  0.83623  0.43328
H  -5.98921  1.89799  0.03067
H  -7.06550  3.13929  1.82071

Results of the Löwdin charge analysis, in e, for atoms 1 through 4: 0.05, -0.17, -0.09, -0.09


Record 2
A molecular structure, C81H181NO6P5 in a non-equilibrium geometry, computed with the ωB97M-V functional and the def2-TZVPD basis.

Its multiplicity is 1. As for the total charge: +3. The calculation puts the lowest unoccupied orbital energy at -5.185 eV. The HOMO energy is -10.8 eV. Its energy relative to the best compared isomer or geometry (same formula, charge and spin) is 489.5 kJ/mol.

Geometry (Å):
C  4.27884  2.05855  -13.77067
C  3.06004  2.98498  -14.06639
C  2.05404  2.94051  -12.93985
C  0.79653  3.75957  -13.32791
P  -0.48366  4.11940  -12.05838
C  0.24745  5.29807  -10.82474
C  1.59482  4.85764  -10.18584
C  1.86846  5.28544  -8.79808
C  0.77658  4.82573  -7.79953
C  -0.98147  2.56616  -11.22516
C  -2.17934  2.34566  -10.26140
C  -2.35241  0.81671  -9.91037
C  -3.57048  0.77085  -8.96310
C  -1.95702  4.77552  -12.77749
C  -2.48188  4.09911  -14.07847
C  -3.44365  2.90400  -13.87158
C  -3.62831  2.07752  -15.18308
H  5.16925  2.09055  -14.39856
H  3.85720  1.09686  -14.06303
H  4.54823  2.04864  -12.71452
H  2.73321  2.82227  -15.09343
H  3.41496  4.00918  -14.18112
H  2.54103  3.47323  -12.12306
H  1.70883  1.96202  -12.60596
H  0.24980  3.40080  -14.19996
H  0.97563  4.81471  -13.53462
H  -0.57034  5.39780  -10.11104
H  0.27062  6.24559  -11.36304
H  2.41093  5.05496  -10.88093
H  1.65989  3.77759  -10.31765
H  1.76861  6.36418  -8.91830
H  2.90381  5.07277  -8.53177
H  1.31875  4.12618  -7.16331
H  0.02190  4.18287  -8.25261
H  0.17961  5.62600  -7.36217
H  -0.07490  2.14867  -10.78705
H  -1.10430  1.81113  -12.00165
H  -3.12635  2.79392  -10.56198
H  -1.90272  2.79578  -9.30801
H  -1.48349  0.43555  -9.37390
H  -2.30363  0.16224  -10.78065
H  -4.51767  0.99221  -9.45496
H  -3.52909  1.55910  -8.21141
H  -3.64706  -0.19171  -8.45739
H  -1.68970  5.80496  -13.01602
H  -2.66549  4.88686  -11.95664
H  -1.71414  3.77961  -14.78315
H  -3.09098  4.83970  -14.59675
H  -4.39552  3.34798  -13.58013
H  -3.28664  2.33196  -12.95713
H  -2.83043  1.33977  -15.26792
H  -3.77663  2.69040  -16.07216
H  -4.52650  1.46433  -15.10987
C  6.00601  1.63897  -23.57532
C  5.25244  2.97776  -23.53735
C  4.04954  3.11306  -24.42611
C  2.92141  2.02057  -24.30302
P  1.78246  1.76608  -25.75873
C  2.40395  0.24652  -26.56096
C  3.94785  0.19277  -26.90236
C  4.37336  0.61133  -28.23402
C  5.74590  1.33417  -28.12649
C  0.17423  1.34314  -25.08420
C  -0.49949  2.46730  -24.17910
C  -1.94212  2.81998  -24.46141
C  -2.55722  3.88098  -23.58924
C  1.86499  3.19877  -26.94661
C  1.20495  4.53266  -26.32324
C  1.40276  5.79527  -27.03816
C  1.51420  7.08996  -26.28673
H  6.10683  1.19108  -24.56392
H  5.49813  0.82902  -23.05174
H  7.02874  1.84446  -23.25923
H  6.00331  3.68310  -23.89343
H  4.96449  3.14044  -22.49874
H  4.51595  3.09363  -25.41109
H  3.55284  4.05936  -24.21186
H  2.20548  2.28247  -23.52394
H  3.34328  1.06085  -24.00459
H  1.86117  -0.22635  -27.37943
H  2.27563  -0.44399  -25.72740
H  4.29186  -0.83730  -26.80900
H  4.53483  0.56326  -26.06195
H  3.67750  1.27820  -28.74312
H  4.41133  -0.19174  -28.97004
H  5.83206  2.06339  -27.32094
H  5.75228  1.89033  -29.06391
H  6.59809  0.66116  -28.03200
H  0.30801  0.45543  -24.46601
H  -0.47743  1.01714  -25.89487
H  0.14366  3.34730  -24.18641
H  -0.55796  2.21605  -23.12007
H  -2.53379  1.93236  -24.23747
H  -2.08634  2.95397  -25.53349
H  -3.62773  4.08048  -23.54142
H  -2.14274  4.86275  -23.81824
H  -2.25552  3.80190  -22.54482
H  1.27011  2.87187  -27.79945
H  2.90889  3.35598  -27.21800
H  1.60845  4.68247  -25.32181
H  0.15106  4.53536  -26.04499
H  0.73771  5.81416  -27.90156
H  2.43838  5.80529  -27.37800
H  2.11551  6.91907  -25.39380
H  0.48783  7.30177  -25.98704
H  1.87956  7.83563  -26.99284
C  -0.93287  13.02349  -22.45172
C  -0.52627  11.77514  -21.61148
C  -1.55784  11.28320  -20.66071
C  -2.82915  10.63491  -21.23192
P  -2.75812  8.78028  -21.17387
C  -3.72162  8.27589  -19.64825
C  -3.31407  8.89087  -18.23611
C  -4.01626  8.16827  -17.04636
C  -3.58457  6.64176  -16.95618
C  -3.44549  8.06123  -22.74882
C  -2.58665  8.46820  -23.99231
C  -3.23392  8.24571  -25.39752
C  -4.34894  9.24483  -25.61261
C  -0.98527  8.17747  -20.91330
C  -0.68480  6.67031  -20.78562
C  0.78996  6.29156  -20.46176
C  0.98121  4.74274  -20.69908
H  -0.09863  13.31142  -23.09144
H  -1.40194  13.72954  -21.76648
H  -1.73452  12.70319  -23.11719
H  0.32381  12.14129  -21.03580
H  -0.14685  10.91810  -22.16791
H  -1.91604  12.02791  -19.94993
H  -1.16691  10.64717  -19.86654
H  -3.01899  10.87152  -22.27886
H  -3.69966  11.02246  -20.70267
H  -3.69927  7.18755  -19.70409
H  -4.75192  8.59061  -19.81420
H  -3.65111  9.92745  -18.23345
H  -2.26019  8.97073  -17.96949
H  -5.09117  8.08003  -17.20410
H  -3.69366  8.60829  -16.10274
H  -3.80729  6.12172  -17.88788
H  -4.14094  6.07932  -16.20637
H  -2.52145  6.52067  -16.74830
H  -4.52298  8.21992  -22.79285
H  -3.26369  7.00114  -22.57203
H  -1.66545  7.93062  -23.76758
H  -2.22294  9.49467  -23.94543
H  -3.56780  7.23943  -25.65050
H  -2.37643  8.40995  -26.05010
H  -4.10094  10.23591  -25.23266
H  -5.21699  8.95395  -25.02103
H  -4.65586  9.31623  -26.65607
H  -0.75783  8.56242  -19.91923
H  -0.30001  8.70253  -21.57875
H  -0.98216  6.14243  -21.69173
H  -1.33369  6.30362  -19.99028
H  1.22448  6.43012  -19.47176
H  1.44651  6.69873  -21.23069
H  0.44895  4.24733  -19.88706
H  2.02819  4.46944  -20.56774
H  0.45794  4.27444  -21.53274
C  -0.42727  2.26854  -17.35216
C  -1.20947  2.02200  -18.63623
C  -2.24935  0.85720  -18.44731
C  -3.01344  0.74568  -19.72123
P  -4.41072  -0.55894  -19.89498
C  -5.42902  -0.36751  -18.42529
C  -6.15458  1.00377  -18.17133
C  -7.00458  0.93911  -16.98114
C  -7.79205  2.28145  -16.87095
C  -3.61930  -2.24706  -19.91016
C  -2.13802  -2.27459  -20.17511
C  -1.62986  -3.68610  -20.29963
C  -2.04897  -4.40652  -21.55191
C  -5.30641  -0.00376  -21.47957
C  -4.41978  -0.13111  -22.81160
C  -5.28287  0.13723  -24.17712
C  -5.72928  1.58082  -24.48747
H  -1.09461  2.66511  -16.58700
H  0.38960  2.96357  -17.54647
H  -0.03475  1.30605  -17.02406
H  -0.43232  1.83655  -19.37767
H  -1.76521  2.88746  -18.99709
H  -2.93194  1.06103  -17.62230
H  -1.63744  0.01692  -18.11931
H  -2.43535  0.60084  -20.63387
H  -3.59083  1.64958  -19.91539
H  -4.71871  -0.55335  -17.61968
H  -6.12129  -1.20842  -18.38373
H  -6.70867  1.04583  -19.10904
H  -5.42170  1.80420  -18.06983
H  -6.39148  0.79856  -16.09095
H  -7.83503  0.23613  -17.04649
H  -8.25712  2.42718  -17.84592
H  -7.16192  3.13030  -16.60542
H  -8.53544  2.16173  -16.08283
H  -4.27865  -2.57267  -20.71473
H  -3.84807  -2.81844  -19.01056
H  -1.50699  -1.71113  -19.48779
H  -1.91456  -1.95282  -21.19227
H  -1.79587  -4.27486  -19.39747
H  -0.56513  -3.69822  -20.53268
H  -2.76368  -5.16226  -21.22612
H  -1.24392  -4.96366  -22.03105
H  -2.64432  -3.92636  -22.32851
H  -5.71358  0.98582  -21.27206
H  -6.19498  -0.59892  -21.69010
H  -4.15381  -1.18600  -22.87917
H  -3.54289  0.51622  -22.80079
H  -6.13769  -0.52721  -24.05100
H  -4.69010  -0.25317  -25.00434
H  -6.40910  1.82330  -23.67070
H  -6.19228  1.70921  -25.46587
H  -4.85615  2.21170  -24.32096
C  -7.47309  6.60842  -15.47175
C  -7.93919  6.81071  -16.93503
C  -7.36149  5.91385  -18.03592
C  -7.55983  6.54507  -19.42461
P  -8.69936  5.92992  -20.71399
C  -8.11639  4.20829  -21.24422
C  -9.14869  3.46040  -22.17311
C  -9.32991  1.94462  -21.84744
C  -10.37574  1.19225  -22.74832
C  -8.81438  6.82143  -22.31645
C  -7.56875  6.99100  -23.23798
C  -7.28583  5.90349  -24.31498
C  -8.49120  5.70437  -25.32993
C  -10.45682  5.80539  -20.08825
C  -10.72891  4.43967  -19.24682
C  -12.20123  4.25403  -18.89016
C  -12.51211  4.47324  -17.36898
H  -7.91920  7.37052  -14.83278
H  -6.39330  6.73074  -15.55657
H  -7.64375  5.67730  -14.93139
H  -7.89422  7.88637  -17.10540
H  -9.01642  6.65702  -16.99879
H  -7.64965  4.86287  -18.01342
H  -6.29860  5.92204  -17.79448
H  -6.59208  6.57078  -19.92550
H  -7.83642  7.59933  -19.41206
H  -7.99173  3.67922  -20.29942
H  -7.17685  4.35778  -21.77621
H  -8.79313  3.49899  -23.20277
H  -10.17197  3.79908  -22.01093
H  -9.47156  1.75033  -20.78429
H  -8.33201  1.52730  -21.98211
H  -11.34988  1.20657  -22.25948
H  -9.99343  0.19677  -22.97402
H  -10.60397  1.66961  -23.70129
H  -9.08227  7.85394  -22.09225
H  -9.59179  6.27585  -22.85133
H  -6.69136  7.10571  -22.60148
H  -7.52153  7.98140  -23.69071
H  -7.01264  4.95366  -23.85530
H  -6.31178  6.23308  -24.67650
H  -9.27821  5.01756  -25.01850
H  -8.05020  5.47499  -26.29999
H  -9.04336  6.63920  -25.42640
H  -11.06043  6.01409  -20.97155
H  -10.61395  6.68858  -19.46907
H  -10.11173  4.37378  -18.35079
H  -10.43228  3.52922  -19.76757
H  -12.70851  3.38848  -19.31629
H  -12.71369  5.05419  -19.42421
H  -11.93709  3.68009  -16.89110
H  -13.57238  4.45734  -17.11667
H  -12.14038  5.45599  -17.07895
O  -5.05785  3.56697  -20.22533
C  -4.45812  4.60666  -20.73797
O  -3.26038  4.62266  -20.33207
O  -4.95928  5.52489  -21.37211
H  -4.18898  3.53892  -19.81806
N  -7.02089  10.84928  -19.90882
O  -7.03854  9.77895  -20.44241
O  -6.16548  11.58908  -20.14788
O  -7.87188  11.09197  -19.05988

Results of the Löwdin charge analysis, in e, for atoms 1 through 4: -0.08, -0.27, -0.23, -0.24